(1)
DFT (the ωB97M-V functional and the def2-TZVPD basis) results for 16 unconnected molecules or ions with the total composition C66H160N16O10 at a distorted geometry.

The geometry in XYZ format:
```
252
Properties=species:S:1:pos:R:3
C 13.869 -21.763 -6.560
C 15.366 -21.666 -6.161
N 16.190 -22.739 -6.722
C 17.625 -22.433 -6.673
C 18.075 -22.226 -5.183
C 15.924 -24.102 -6.248
C 16.582 -25.109 -7.197
H 13.392 -22.531 -5.950
H 13.854 -22.011 -7.621
H 13.415 -20.774 -6.493
H 15.755 -20.707 -6.502
H 15.459 -21.540 -5.083
H 18.284 -23.207 -7.068
H 17.940 -21.536 -7.206
H 19.154 -22.351 -5.087
H 17.896 -21.232 -4.773
H 17.556 -22.877 -4.480
H 14.850 -24.281 -6.199
H 16.160 -24.324 -5.207
H 16.543 -24.964 -8.276
H 16.182 -26.107 -7.016
H 17.573 -25.372 -6.827
C 11.676 -18.145 -1.747
C 12.972 -18.945 -1.916
N 13.894 -18.106 -2.625
C 14.252 -16.838 -2.009
C 15.115 -16.955 -0.715
C 15.044 -18.992 -2.936
C 15.883 -18.420 -4.107
H 10.868 -18.779 -1.382
H 11.405 -17.678 -2.693
H 11.747 -17.372 -0.981
H 13.372 -19.319 -0.974
H 12.726 -19.841 -2.485
H 14.800 -16.243 -2.738
H 13.336 -16.298 -1.770
H 15.157 -15.932 -0.338
H 14.729 -17.695 -0.014
H 16.158 -17.197 -0.916
H 14.626 -19.939 -3.276
H 15.701 -19.249 -2.106
H 15.309 -18.226 -5.013
H 16.679 -19.104 -4.403
H 16.470 -17.569 -3.762
C 18.396 -27.754 -9.619
C 17.773 -28.787 -10.557
N 16.894 -28.131 -11.534
C 17.498 -27.080 -12.363
C 16.468 -26.193 -13.024
C 16.223 -29.197 -12.366
C 15.362 -30.206 -11.634
H 19.290 -27.232 -9.961
H 18.636 -28.260 -8.684
H 17.700 -26.987 -9.281
H 18.469 -29.415 -11.113
H 17.196 -29.485 -9.950
H 18.047 -26.350 -11.768
H 18.074 -27.637 -13.102
H 17.071 -25.537 -13.652
H 15.735 -26.736 -13.620
H 15.985 -25.576 -12.266
H 16.941 -29.712 -13.003
H 15.573 -28.741 -13.113
H 14.635 -29.723 -10.981
H 15.893 -30.900 -10.982
H 14.893 -30.832 -12.393
C 20.626 -19.395 -6.654
C 21.146 -18.412 -5.603
N 20.882 -16.978 -6.079
C 21.964 -16.570 -6.906
C 21.544 -15.299 -7.790
C 20.796 -16.038 -4.975
C 19.461 -16.227 -4.242
H 20.922 -20.408 -6.383
H 20.993 -19.258 -7.671
H 19.538 -19.417 -6.608
H 20.580 -18.640 -4.700
H 22.160 -18.569 -5.237
H 22.156 -17.423 -7.558
H 22.877 -16.282 -6.385
H 21.697 -14.349 -7.278
H 20.601 -15.361 -8.333
H 22.226 -15.219 -8.636
H 21.602 -16.136 -4.247
H 20.765 -14.975 -5.214
H 18.565 -16.261 -4.862
H 19.427 -17.014 -3.488
H 19.135 -15.339 -3.700
C 20.317 -29.793 -2.816
C 19.033 -29.318 -3.457
N 18.905 -29.954 -4.726
C 18.392 -31.334 -4.698
C 19.036 -32.082 -5.911
C 18.093 -29.164 -5.659
C 16.643 -28.788 -5.164
H 20.483 -30.870 -2.846
H 20.353 -29.521 -1.761
H 21.142 -29.181 -3.182
H 18.249 -29.655 -2.779
H 19.043 -28.229 -3.416
H 18.892 -31.851 -3.879
H 17.308 -31.435 -4.649
H 18.514 -33.024 -6.080
H 18.895 -31.556 -6.855
H 20.082 -32.268 -5.667
H 18.199 -29.546 -6.675
H 18.580 -28.193 -5.746
H 16.311 -27.834 -5.574
H 16.566 -28.567 -4.099
H 15.942 -29.603 -5.343
C 18.769 -18.415 -0.337
C 19.150 -19.437 -1.399
N 18.995 -20.828 -0.968
C 19.569 -21.761 -1.975
C 21.123 -21.696 -2.003
C 17.602 -21.141 -0.669
C 17.496 -22.614 -0.173
H 18.738 -17.445 -0.833
H 19.461 -18.252 0.488
H 17.818 -18.583 0.168
H 18.454 -19.374 -2.235
H 20.113 -19.151 -1.823
H 19.407 -22.822 -1.783
H 19.040 -21.412 -2.862
H 21.526 -22.045 -1.052
H 21.602 -22.366 -2.717
H 21.473 -20.676 -2.162
H 17.026 -20.817 -1.535
H 17.357 -20.531 0.201
H 18.417 -22.896 0.337
H 17.289 -23.304 -0.990
H 16.653 -22.669 0.517
C 14.119 -26.353 -3.513
O 14.828 -25.437 -3.155
N 14.041 -27.533 -2.908
C 14.760 -27.902 -1.770
C 13.091 -28.513 -3.463
H 13.433 -26.301 -4.372
H 15.202 -28.884 -1.941
H 14.087 -27.936 -0.913
H 15.577 -27.215 -1.550
H 12.227 -28.789 -2.858
H 12.737 -28.220 -4.452
H 13.623 -29.417 -3.757
C 23.182 -22.821 -5.210
O 22.003 -23.098 -5.080
N 24.125 -23.645 -5.625
C 25.517 -23.328 -5.484
C 23.796 -24.946 -6.214
H 23.621 -21.883 -4.836
H 25.863 -22.937 -6.441
H 26.111 -24.218 -5.277
H 25.755 -22.613 -4.697
H 22.721 -25.019 -6.376
H 24.337 -24.992 -7.160
H 24.024 -25.812 -5.593
C 10.634 -20.701 -4.388
O 9.633 -21.464 -4.387
N 10.621 -19.584 -5.209
C 11.849 -18.808 -5.311
C 9.483 -19.051 -5.922
H 11.588 -20.855 -3.860
H 11.751 -17.784 -4.950
H 12.156 -18.697 -6.352
H 12.723 -19.184 -4.780
H 9.873 -19.027 -6.940
H 8.569 -19.635 -5.811
H 9.236 -18.037 -5.606
C 17.590 -15.215 -7.506
O 17.229 -14.072 -7.790
N 16.889 -16.324 -7.764
C 17.422 -17.608 -7.273
C 15.513 -16.370 -8.279
H 18.603 -15.353 -7.096
H 17.619 -18.278 -8.110
H 16.906 -18.154 -6.484
H 18.400 -17.459 -6.815
H 14.808 -16.862 -7.609
H 15.062 -15.380 -8.345
H 15.523 -16.891 -9.236
C 11.928 -18.562 -10.876
O 11.731 -17.612 -11.622
N 11.234 -19.725 -10.769
C 11.724 -20.799 -9.776
C 10.028 -20.050 -11.513
H 12.727 -18.520 -10.120
H 11.960 -21.729 -10.293
H 10.988 -20.987 -8.994
H 12.623 -20.457 -9.263
H 9.151 -20.283 -10.910
H 9.706 -19.276 -12.209
H 10.368 -20.910 -12.090
C 20.774 -22.518 -8.933
O 20.519 -21.400 -9.394
N 20.279 -23.628 -9.536
C 20.762 -24.928 -9.187
C 19.217 -23.530 -10.541
H 21.387 -22.713 -8.039
H 21.489 -24.851 -8.378
H 21.160 -25.499 -10.026
H 19.921 -25.429 -8.708
H 19.333 -24.233 -11.366
H 18.359 -23.978 -10.041
H 18.840 -22.539 -10.793
C 12.247 -22.185 -0.611
O 12.870 -21.710 0.404
N 12.845 -22.631 -1.725
C 12.056 -23.252 -2.804
C 14.323 -22.651 -1.849
H 11.151 -22.274 -0.657
H 10.978 -23.091 -2.823
H 12.213 -24.327 -2.722
H 12.388 -22.895 -3.778
H 14.785 -21.890 -1.220
H 14.648 -23.668 -1.633
H 14.671 -22.452 -2.862
C 12.652 -25.444 -9.027
O 11.940 -24.509 -9.432
N 13.355 -26.226 -9.875
C 14.252 -27.206 -9.359
C 13.065 -26.396 -11.306
H 12.709 -25.662 -7.949
H 15.145 -27.057 -9.965
H 13.930 -28.245 -9.290
H 14.521 -27.008 -8.321
H 12.405 -25.632 -11.715
H 13.955 -26.424 -11.935
H 12.601 -27.348 -11.562
C 20.152 -25.894 -1.440
O 19.648 -25.888 -0.353
N 19.503 -25.777 -2.626
C 18.010 -25.600 -2.724
C 20.125 -25.864 -3.931
H 21.233 -26.074 -1.540
H 17.455 -25.469 -1.795
H 17.586 -26.488 -3.192
H 17.753 -24.814 -3.434
H 19.808 -26.734 -4.506
H 19.914 -24.898 -4.390
H 21.207 -25.996 -3.957
C 15.831 -20.502 -9.843
O 15.967 -19.344 -10.177
N 15.139 -21.371 -10.599
C 14.842 -22.677 -10.058
C 14.509 -20.954 -11.877
H 16.210 -20.947 -8.911
H 14.935 -23.477 -10.791
H 13.767 -22.762 -9.897
H 15.462 -23.002 -9.222
H 15.004 -20.086 -12.312
H 14.546 -21.773 -12.596
H 13.452 -20.748 -11.711
```

Properties
Molecular weight: 1338.11 g/mol
Multiplicity: 2
Total charge: +1
E_tot: -4238.65849 Ha
HOMO level (spin up / spin down): -9.1 / -9.1 eV
F_max: 4.25 eV/A
HOMO-LUMO gap (spin up / spin down): 6.36 / 1.44 eV

---

(2)
DFT (the ωB97M-V functional and the def2-TZVPD basis) results for a molecular structure, C18H47N3O7 at a distorted geometry.

The geometry in XYZ format:
```
75
Properties=species:S:1:pos:R:3
C -4.362 0.104 5.964
O -3.580 -0.283 4.868
C -3.649 -1.717 4.560
C -2.484 -2.201 3.602
N -2.720 -2.061 2.138
C -1.469 -2.284 1.397
C -1.791 -2.136 -0.159
O -2.225 -3.378 -0.694
C -2.340 -3.214 -2.092
H -5.444 0.092 5.838
H -3.956 1.039 6.350
H -4.267 -0.572 6.814
H -4.630 -1.981 4.164
H -3.444 -2.227 5.502
H -2.325 -3.248 3.862
H -1.491 -1.805 3.818
H -3.056 -1.130 1.939
H -1.113 -3.287 1.636
H -0.699 -1.655 1.845
H -0.860 -1.809 -0.623
H -2.369 -1.254 -0.435
H -2.896 -3.961 -2.657
H -1.378 -3.033 -2.571
H -2.914 -2.292 -2.184
C 0.014 -5.182 -1.617
O 0.726 -4.137 -2.149
C 2.143 -4.148 -2.016
C 2.777 -2.746 -2.422
N 2.482 -1.643 -1.577
C 2.824 -1.799 -0.100
C 3.016 -0.413 0.673
O 4.113 0.318 0.107
C 4.068 1.616 0.623
H 0.399 -5.242 -0.599
H 0.114 -6.051 -2.268
H -1.046 -4.936 -1.550
H 2.364 -4.811 -2.852
H 2.645 -4.546 -1.134
H 2.416 -2.474 -3.413
H 3.849 -2.945 -2.439
H 3.000 -0.822 -1.856
H 3.760 -2.356 -0.068
H 2.061 -2.412 0.380
H 3.195 -0.663 1.719
H 2.081 0.146 0.618
H 5.008 2.141 0.453
H 4.062 1.535 1.710
H 3.215 2.156 0.211
C 0.838 0.107 -1.492
O 1.073 1.458 -1.894
C 2.091 2.169 -1.102
C 1.930 3.662 -1.221
N 0.645 4.071 -0.782
C 0.497 5.523 -0.767
C -1.006 5.901 -0.880
O -1.124 7.341 -1.104
C -2.428 7.750 -1.432
H 0.494 -0.102 -0.479
H 1.748 -0.492 -1.521
H 0.082 -0.165 -2.229
H 3.067 1.794 -1.410
H 2.098 1.812 -0.072
H 2.068 4.073 -2.221
H 2.620 4.105 -0.503
H -0.033 3.674 -1.417
H 1.006 6.043 -1.578
H 0.931 5.847 0.179
H -1.599 5.665 0.004
H -1.468 5.413 -1.738
H -2.776 8.326 -0.575
H -3.155 6.997 -1.735
H -2.489 8.490 -2.230
O -0.016 -1.800 -1.710
H 0.769 -1.267 -1.582
H 0.314 -2.691 -1.824
```

Properties
Molecular weight: 417.59 g/mol
Relative energy (zero: lowest compared OMol25 entry of this formula, charge and spin): 14.634 eV
E_tot: -1404.45019 Ha
HOMO level: -7.8 eV
F_max: 6.84 eV/A
HOMO-LUMO gap: 8.37 eV

---

(3)
DFT (the ωB97M-V functional and the def2-TZVPD basis) results for a molecular structure, C36H55IrN4OP2Se at a distorted geometry.

The geometry in XYZ format:
```
100
Properties=species:S:1:pos:R:3
C 2.912 -0.484 1.022
C 2.569 0.527 -1.060
C 4.296 -0.489 0.849
C 3.974 0.701 -1.199
C 4.829 0.171 -0.258
H 4.895 -0.993 1.599
H 4.320 1.177 -2.113
H 5.907 0.255 -0.366
N 2.119 0.222 0.207
P 0.667 -0.501 2.594
P 0.062 0.442 -2.665
C 2.233 -1.331 2.082
H 1.994 -2.323 1.660
H 2.909 -1.515 2.925
C -1.832 -0.405 0.611
O -2.923 -0.820 0.599
C 1.773 0.501 -2.230
H 2.359 0.862 -3.095
C 0.152 -0.827 -4.162
C -0.598 2.170 -3.285
C -0.354 -1.837 3.415
C 1.344 0.777 3.817
C -0.953 -1.848 -3.826
H -1.919 -1.342 -3.681
H -1.077 -2.563 -4.651
H -0.735 -2.418 -2.916
C -0.083 -0.247 -5.560
H -1.047 0.245 -5.700
H 0.720 0.443 -5.841
H -0.048 -1.085 -6.277
C 1.559 -1.431 -4.267
H 1.550 -2.276 -4.971
H 2.252 -0.684 -4.670
H 1.960 -1.796 -3.317
C -2.035 1.917 -3.778
H -2.636 1.408 -3.010
H -2.508 2.885 -3.999
H -2.073 1.307 -4.685
C -0.655 3.137 -2.102
H -1.376 2.784 -1.349
H 0.320 3.248 -1.612
H -0.997 4.132 -2.435
C 0.293 2.800 -4.355
H 0.300 2.242 -5.294
H -0.106 3.802 -4.570
H 1.326 2.921 -4.007
C 0.180 1.315 4.659
H 0.520 2.205 5.214
H -0.666 1.619 4.027
H -0.165 0.588 5.408
C 2.019 1.944 3.070
H 2.851 1.600 2.443
H 1.303 2.492 2.436
H 2.421 2.653 3.812
C 2.417 0.181 4.743
H 2.633 0.924 5.526
H 2.099 -0.738 5.242
H 3.354 -0.017 4.210
C -0.555 -3.001 2.424
H 0.396 -3.482 2.162
H -1.189 -3.758 2.911
H -1.058 -2.675 1.506
C -1.729 -1.275 3.823
H -2.279 -0.867 2.968
H -2.318 -2.105 4.241
H -1.647 -0.499 4.592
C 0.349 -2.401 4.654
H 1.352 -2.782 4.422
H 0.412 -1.678 5.475
H -0.249 -3.252 5.016
Ir -0.084 0.150 0.546
N 0.391 -1.337 -0.618
C 1.093 -2.021 -1.310
C 1.363 -3.439 -1.479
C 0.341 -4.356 -1.166
C 2.607 -3.923 -1.926
C 0.531 -5.725 -1.360
H -0.614 -3.995 -0.776
C 2.793 -5.292 -2.122
H 3.407 -3.208 -2.115
C 1.755 -6.199 -1.853
H -0.269 -6.433 -1.128
H 3.754 -5.658 -2.485
H 1.911 -7.269 -2.017
C -2.040 3.772 3.822
N -2.869 3.021 2.897
C -4.234 2.855 3.055
C -4.701 2.281 1.923
N -3.616 2.090 1.076
C -3.775 1.842 -0.343
C -2.472 2.524 1.690
Se -0.686 2.462 1.070
H -1.961 3.241 4.777
H -2.490 4.755 4.013
H -1.046 3.909 3.380
H -4.742 3.177 3.948
H -5.697 2.017 1.621
H -4.632 1.172 -0.484
H -3.965 2.785 -0.876
H -2.872 1.383 -0.754
```

Properties
Molecular weight: 892.99 g/mol
Multiplicity: 6
Total charge: +3
E_tot: -4886.41231 Ha
HOMO level (spin up / spin down): -13.6 / -16.0 eV
F_max: 4.47 eV/A
HOMO-LUMO gap (spin up / spin down): 5.81 / 4.78 eV

---

(4)
DFT (the ωB97M-V functional and the def2-TZVPD basis) results for 2 unconnected molecules or ions with the total composition C2H10N3O at a distorted geometry.

The geometry in XYZ format:
```
16
Properties=species:S:1:pos:R:3
C -0.778 0.159 0.775
N -0.069 1.163 0.248
N -0.714 -1.131 0.441
N -1.602 0.366 1.708
C 0.053 -1.921 -0.467
H 0.565 0.990 -0.536
H -0.412 2.110 0.429
H -1.380 -1.602 1.057
H -2.178 -0.364 2.132
H -1.745 1.346 1.965
H -0.623 -2.677 -0.901
H 0.881 -2.441 0.045
H 0.473 -1.313 -1.287
O 2.199 1.652 -2.094
H 2.831 1.090 -1.591
H 2.498 2.574 -1.924
```

Properties
Molecular weight: 92.12 g/mol
Relative energy (zero: lowest compared OMol25 entry of this formula, charge and spin): 0.961 eV
Total charge: +1
E_tot: -321.48972 Ha
HOMO level: -14.6 eV
F_max: 5.82 eV/A
HOMO-LUMO gap: 11.43 eV